This record from OMol25 describes a cluster of 12 separate species, C6H36NO16S in total. The level of theory is ωB97M-V/def2-TZVPD.

HOMO: -6.9536 eV
net charge: -1
relative energy (zero: lowest compared OMol25 entry of this formula, charge and spin): 0.292 eV
E: -1906.87531 Ha

CARTESIAN COORDINATES (ANGSTROEM)
C: 29.74500 42.02500 52.53000
O: 31.11100 42.37800 52.60400
C: 31.64900 42.48400 51.29900
C: 33.13400 42.81200 51.63100
N: 34.05200 42.91500 50.43300
H: 33.89800 42.14700 49.81500
H: 33.40300 43.65600 50.00200
C: 35.51900 42.99600 50.59700
C: 36.25200 42.95200 49.20700
O: 37.64100 43.40900 49.42900
C: 38.28800 43.45400 48.29500
H: 29.33300 41.92400 53.63300
H: 29.41600 41.32600 51.82500
H: 29.06200 42.76800 52.20300
H: 31.38500 43.24800 50.74100
H: 31.61700 41.56100 50.72600
H: 33.58200 42.15800 52.21300
H: 33.13800 43.84400 51.96800
H: 35.78800 42.17300 51.27700
H: 35.67200 43.94000 51.17700
H: 35.65600 43.62500 48.48400
H: 36.52100 41.87700 48.75600
H: 37.83800 44.11200 47.38100
H: 38.49200 42.44400 47.91700
H: 39.37800 43.84000 48.48600
S: 32.90600 40.87500 47.49300
O: 31.65000 41.59000 47.66800
O: 33.69500 41.12200 48.60800
O: 32.63600 39.46500 47.44500
O: 33.52300 41.38400 46.30400
O: 30.81100 44.00300 47.82900
H: 30.18200 44.02400 47.15800
H: 31.10700 43.14200 47.81800
O: 36.07800 41.18900 45.90600
H: 35.17700 41.36200 46.13300
H: 35.97500 40.73100 44.98400
O: 29.67700 40.27100 48.83600
H: 30.44700 40.76900 48.50300
H: 30.02600 39.39200 48.74600
O: 33.63600 43.92600 46.01700
H: 33.78000 44.09500 46.84600
H: 33.59700 43.02700 46.05400
O: 31.72600 37.81800 48.96600
H: 32.00800 38.51100 48.45800
H: 31.38500 37.21400 48.31500
O: 34.16200 37.41500 46.89100
H: 33.63700 36.71900 46.70200
H: 33.75400 38.26900 47.13000
O: 33.47500 40.02400 44.29800
H: 33.62900 40.74900 44.85800
H: 33.14500 40.50800 43.45200
O: 31.20700 38.85700 45.28000
H: 31.39100 38.79100 46.28400
H: 31.93000 39.22000 44.86400
O: 30.50400 42.40000 45.46900
H: 31.37600 42.94500 45.30100
H: 30.84900 42.01000 46.17400
O: 34.50500 39.28800 50.30900
H: 34.36000 40.00100 49.75800
H: 34.90200 38.62600 49.71500



This record from OMol25 describes a cluster of 13 separate species, C6H36O13 in total. The level of theory is ωB97M-V/def2-TZVPD.

HOMO: -0.7894 eV
net charge: -2
relative energy (zero: lowest compared OMol25 entry of this formula, charge and spin): 0.000 eV
E: -1228.27508 Ha

CARTESIAN COORDINATES (ANGSTROEM)
C: -32.86000 4.29600 3.60400
C: -32.44900 4.23100 5.11000
C: -33.47400 3.65400 6.09800
O: -31.31500 3.55300 5.41400
H: -33.29500 3.30900 3.40100
H: -31.99100 4.55900 3.00900
H: -33.67100 5.06800 3.37100
H: -32.17700 5.24300 5.39100
H: -34.34000 4.22400 5.91600
H: -33.17500 3.84400 7.14300
H: -33.65000 2.62100 5.79500
C: -33.62800 -1.06500 4.64600
C: -32.21400 -1.40300 4.96800
C: -32.08700 -2.83100 5.54000
O: -31.41900 -1.42000 3.77500
H: -34.04400 -1.44000 3.73200
H: -33.71000 0.02600 4.40800
H: -34.33700 -1.35400 5.41600
H: -31.87600 -0.71400 5.72000
H: -32.77700 -3.03100 6.38300
H: -31.07000 -2.92900 5.96200
H: -32.21900 -3.59900 4.80300
O: -30.34800 -3.56500 2.79600
H: -30.93100 -4.27900 3.06300
H: -30.78400 -2.77800 3.14000
O: -29.85300 -1.07300 1.62600
H: -29.83300 -1.97600 1.28200
H: -30.39600 -1.14800 2.40800
O: -32.83500 0.11500 7.96500
H: -33.33900 -0.20300 7.23600
H: -32.10900 -0.50300 8.09700
O: -33.60800 -4.24300 2.24500
H: -33.79400 -3.31000 2.08600
H: -33.50100 -4.23900 3.13900
O: -30.82400 1.91700 7.70500
H: -31.18400 2.66700 7.26100
H: -31.61800 1.35200 7.80800
O: -30.63000 -1.76000 8.26200
H: -30.90900 -2.65700 8.23500
H: -30.05700 -1.68400 7.47600
O: -32.88900 -1.51000 1.51900
H: -32.40600 -1.48400 2.42000
H: -32.19500 -1.91200 1.02200
O: -31.59400 -5.88100 3.86500
H: -30.76100 -6.41900 3.90800
H: -31.76300 -5.70000 4.77600
O: -29.23800 0.06700 5.64100
H: -29.87200 0.03300 4.96400
H: -29.21300 1.03000 5.97800
O: -31.05300 1.46600 3.76200
H: -31.59500 0.72200 3.95800
H: -31.37100 2.14000 4.40800
O: -31.33800 -4.51800 8.93300
H: -31.52600 -4.96400 8.06900
H: -31.27800 -5.31400 9.41200



This record from OMol25 describes a cluster of 13 separate species, C6H37NO12 in total. The level of theory is ωB97M-V/def2-TZVPD.

HOMO: -7.8369 eV
net charge: 0
relative energy (zero: lowest compared OMol25 entry of this formula, charge and spin): 2.818 eV
E: -1208.39214 Ha

CARTESIAN COORDINATES (ANGSTROEM)
C: -1.95758 -3.35556 -2.00829
C: -1.16347 -2.66293 -0.92745
C: 0.00471 -1.91032 -1.65739
C: 1.05436 -1.31601 -0.76695
C: 2.27157 -1.85661 -0.68487
N: 3.37204 -1.48250 0.07222
C: 0.82932 0.04169 -0.14013
H: -1.30854 -3.98037 -2.62428
H: -2.70005 -4.03688 -1.58594
H: -2.47963 -2.67596 -2.68241
H: -0.69321 -3.39907 -0.26471
H: -1.66159 -1.99083 -0.23534
H: 0.54692 -2.71138 -2.15251
H: -0.53944 -1.10992 -2.16581
H: 2.41513 -2.80302 -1.20420
H: 3.23592 -0.74144 0.73107
H: 4.02899 -2.20550 0.28778
H: -0.00640 0.64928 -0.47014
H: 1.66350 0.70356 -0.34693
H: 0.77342 -0.18196 0.93663
H: 3.58849 2.49698 0.00520
H: 3.24937 3.81348 -0.79915
O: 3.15905 2.85943 -0.80463
H: -3.27920 2.19088 1.08322
H: -2.51230 1.69980 -0.08547
O: -3.15005 1.39301 0.57247
H: -1.84045 4.15681 -0.09255
H: -2.44583 3.89965 1.32603
O: -2.50998 4.43591 0.53443
H: 1.30055 1.20030 2.48352
H: 2.18991 1.22672 3.75246
O: 2.20193 1.10776 2.80378
H: 0.35341 2.23859 -2.14427
H: -0.34273 3.33818 -1.44489
O: -0.56041 2.53644 -1.93594
H: 2.60498 1.68541 -2.24200
H: 1.92657 0.29116 -2.63117
O: 1.81039 1.24519 -2.58839
H: 4.55773 1.12340 1.16949
H: 3.67441 2.00178 2.10021
O: 4.38242 2.00806 1.43094
H: -1.42265 0.02249 3.20771
H: -0.88498 0.45270 4.64794
O: -0.73821 0.50399 3.70826
H: -0.32087 0.03113 -3.57750
H: -0.23765 -0.96464 -4.89631
O: -0.74846 -0.50781 -4.24073
H: -4.87870 -1.04716 1.01290
H: -4.90297 0.38614 0.94731
O: -5.00161 -0.30697 1.62780
H: -1.66663 -0.52473 1.29199
H: -3.00083 -0.54829 1.71227
O: -2.18762 -1.06444 1.91137
H: -0.80583 -2.01334 2.86684
H: 0.72526 -1.87631 2.44744
O: 0.02750 -2.46602 2.72904



This record from OMol25 describes a cluster of 12 separate species, C6H37NO12 in total. The level of theory is ωB97M-V/def2-TZVPD.

HOMO: -8.5723 eV
net charge: 0
relative energy (zero: lowest compared OMol25 entry of this formula, charge and spin): 3.495 eV
E: -1208.36723 Ha

CARTESIAN COORDINATES (ANGSTROEM)
C: 1.36351 -1.23353 0.93117
C: 2.21414 -1.29617 2.18610
C: 3.68970 -1.27682 1.83966
O: 1.85586 -0.18460 3.02113
C: 1.31503 -2.55828 0.12630
N: 0.77015 -2.33117 -1.20594
C: 1.76321 -1.91056 -2.20571
C: -0.05045 -3.34435 -1.81385
H: 0.31201 -1.10220 1.17347
H: 1.72641 -0.40489 0.31534
H: 1.98226 -2.12478 2.85736
H: 4.22138 -1.49229 2.77697
H: 4.04555 -1.98228 1.09560
H: 4.02312 -0.25271 1.64464
H: 1.96300 0.61613 2.49106
H: 2.31144 -3.00467 0.08517
H: 0.60919 -3.21309 0.64442
H: 2.30598 -2.69100 -2.74862
H: 2.46531 -1.18583 -1.77181
H: 1.17151 -1.45207 -3.00645
H: -0.69162 -2.91084 -2.59934
H: -0.94448 -3.52781 -1.19017
H: 0.47590 -4.22802 -2.18625
H: 3.76545 1.66014 -1.07486
H: 2.35647 1.46089 -1.70103
O: 3.24854 1.10847 -1.66572
H: -0.52973 1.27848 2.79030
H: -0.57715 -0.06623 1.94531
O: -1.08408 0.57297 2.44792
H: -2.17064 -1.92963 2.90328
H: -1.16235 -3.02638 3.29180
O: -1.95875 -2.57379 3.58113
H: -3.72822 1.06758 1.74120
H: -3.83915 1.50263 3.18042
O: -4.37737 1.21981 2.43429
H: -4.03568 -0.16836 -0.73778
H: -3.58227 -1.53328 -1.06576
O: -3.28310 -0.61848 -1.14501
H: -0.56544 4.71040 -2.35894
H: 0.86735 4.31539 -2.74042
O: 0.19516 4.20193 -2.06453
H: -2.03736 1.33616 -2.14277
H: -1.65997 0.46140 -0.95281
O: -1.56023 1.35793 -1.31171
H: -0.08183 0.57875 -3.42131
H: -1.58216 0.41855 -3.73987
O: -0.70484 0.21689 -4.05788
H: -1.11936 3.73273 2.41790
H: -0.16581 4.07990 1.29066
O: -0.21210 3.60726 2.12736
H: -4.27915 2.58149 0.19828
H: -2.85705 2.91617 -0.51673
O: -3.72212 3.22474 -0.24014
H: 0.41480 2.56193 -0.85260
H: 0.24986 1.07739 -0.39998
O: 0.88012 1.75796 -0.62022



Number 1: frontier orbital gap 0.3301 Eh. Number 2: frontier orbital gap 0.1549 Eh. Number 3: frontier orbital gap 0.2830 Eh. Number 4: frontier orbital gap 0.3066 Eh.